Computed, not measured: a cluster of 3 separate species, C9H21N3O3 in total in a non-equilibrium geometry, with ωB97M-V/def2-TZVPD.

Total charge = -1
Spin multiplicity = 2
ΔE to the lowest compared entry with this formula, charge and spin = 181.87 kJ/mol
Highest occupied orbital energy (spin up / spin down) = 0.0350 / -0.2171 Eh
⟨S²⟩ = 0.7502

Element x y z (Å)
1 C -14.075 6.920 -5.488
2 N -12.057 11.000 -4.699
3 C -12.360 12.118 -3.741
4 H -14.382 6.771 -4.441
5 O -12.957 6.725 -5.944
6 C -13.133 10.820 -5.709
7 H -13.750 7.746 -7.916
8 C -16.438 7.733 -5.834
9 C -8.193 11.595 -7.574
10 H -17.070 8.043 -6.666
11 H -14.697 9.213 -7.404
12 H -7.188 11.173 -7.565
13 O -10.674 9.355 -5.340
14 H -11.961 11.872 -2.756
15 H -10.439 10.388 -3.613
16 H -16.933 6.861 -5.405
17 H -6.471 12.446 -5.565
18 H -16.463 8.464 -5.027
19 H -13.108 11.717 -6.326
20 H -14.154 10.862 -5.329
21 C -14.704 8.134 -7.557
22 N -8.367 12.747 -6.587
23 C -9.457 13.521 -6.603
24 H -12.972 10.150 -6.553
25 C -10.973 10.211 -4.559
26 H -11.791 13.008 -4.010
27 O -9.856 14.209 -5.708
28 H -8.931 10.808 -7.418
29 H -7.651 13.445 -4.750
30 N -14.954 7.556 -6.247
31 H -9.955 13.620 -7.580
32 H -7.825 11.738 -4.672
33 C -7.535 12.542 -5.350
34 H -15.523 7.869 -8.226
35 H -8.248 12.001 -8.584
36 H -13.428 12.230 -3.922